# ClHNO2S

An isolated ion of composition ClHNO2S and charge -1 (the ωB97M-V functional and the def2-TZVPD basis, the Open Molecules 2025 dataset).

The structure (SMILES) is N=[S@](=O)([O-])Cl. As for the maximum force: 0.043 hartree/bohr. As for the charge: -1. Its orbital gap is 8.7908 eV. As for the energy: -28960.19920 eV. As for the HOMO energy: -0.1773 Ha.

CARTESIAN COORDINATES (ANGSTROEM)
N 0.257 -0.339 -0.647
S 1.310 -0.938 0.306
O 2.054 -2.016 -0.298
O 0.908 -1.054 1.717
Cl 2.744 0.693 0.433
H 0.140 0.462 0.042


# C32H70N5O9S2

A 4-piece molecular cluster, C32H70N5O9S2 overall (the ωB97M-V functional and the def2-TZVPD basis, the Open Molecules 2025 dataset).

As for the maximum force: 0.077 hartree/bohr. As for the charge: +1. Its orbital gap is 6.2714 eV. As for the energy: -81853.89141 eV. As for the HOMO energy: -0.3553 Ha.

CARTESIAN COORDINATES (ANGSTROEM)
C -5.147 -4.506 -3.422
C -4.195 -4.860 -4.604
O -4.148 -5.978 -5.005
O -3.498 -3.792 -5.128
C -2.469 -4.194 -6.047
C -1.331 -3.115 -5.908
C -1.744 -1.716 -6.500
S -1.647 -0.493 -5.106
C -1.130 1.149 -5.751
C -0.282 1.992 -4.739
C -0.709 1.858 -3.241
C 0.439 2.539 -2.371
C 1.452 1.471 -1.810
C 2.920 1.655 -2.359
C 3.738 0.316 -2.217
S 4.583 0.111 -0.606
C 3.392 -0.343 0.633
N 3.370 -1.520 1.274
N 2.385 -1.532 2.164
C 1.743 -0.360 2.116
O 2.364 0.367 1.168
H -5.937 -3.814 -3.788
H -5.648 -5.440 -3.101
H -4.609 -4.066 -2.559
H -1.996 -5.167 -5.815
H -2.853 -4.123 -7.088
H -1.071 -3.017 -4.830
H -0.454 -3.492 -6.476
H -0.934 -1.412 -7.204
H -2.724 -1.697 -7.013
H -2.926 -0.321 -4.658
H -2.055 1.706 -6.017
H -0.506 0.998 -6.662
H -0.444 3.061 -5.016
H 0.806 1.787 -4.812
H -0.752 0.805 -2.876
H -1.650 2.407 -3.002
H -0.081 2.981 -1.493
H 1.011 3.292 -2.954
H 1.146 0.415 -2.004
H 1.517 1.600 -0.708
H 2.934 1.964 -3.434
H 3.413 2.450 -1.761
H 3.139 -0.576 -2.498
H 4.555 0.383 -2.976
H 0.901 -0.073 2.755
C 1.329 -1.526 10.244
O 0.383 -1.904 9.258
C 0.123 -0.872 8.311
C 0.547 -1.326 6.924
N 2.002 -1.417 6.833
C 2.472 -2.057 5.605
C 2.159 -3.544 5.429
O 2.828 -4.383 6.357
C 2.122 -4.610 7.567
H 1.425 -2.349 10.952
H 2.309 -1.338 9.794
H 0.991 -0.638 10.786
H 0.607 0.070 8.586
H -0.958 -0.701 8.312
H 0.184 -0.606 6.182
H 0.076 -2.297 6.728
H 2.346 -1.946 7.625
H 3.559 -1.940 5.586
H 2.084 -1.506 4.744
H 2.534 -3.836 4.443
H 1.082 -3.750 5.415
H 1.039 -4.618 7.421
H 2.395 -3.864 8.318
H 2.425 -5.585 7.952
C -1.046 -2.852 2.968
O -1.950 -3.902 2.673
C -1.756 -5.047 3.504
C -2.997 -5.291 4.345
N -3.148 -4.246 5.354
C -4.431 -4.287 6.055
C -5.684 -3.967 5.239
O -5.746 -2.620 4.792
C -5.142 -2.386 3.533
H -1.223 -2.042 2.259
H -1.213 -2.469 3.982
H -0.010 -3.189 2.861
H -0.865 -4.953 4.132
H -1.603 -5.903 2.840
H -2.910 -6.262 4.842
H -3.862 -5.322 3.671
H -3.056 -3.343 4.903
H -4.366 -3.558 6.868
H -4.549 -5.269 6.524
H -6.543 -4.095 5.905
H -5.838 -4.665 4.410
H -5.227 -3.246 2.865
H -4.091 -2.108 3.655
H -5.650 -1.538 3.070
C 1.971 4.893 -6.469
O 1.599 5.552 -5.271
C 2.631 5.531 -4.282
C 3.082 6.949 -3.974
N 3.806 7.516 -5.107
C 4.079 8.947 -4.972
C 2.879 9.896 -5.002
O 2.216 9.938 -6.256
C 1.179 8.987 -6.413
H 1.115 4.908 -7.145
H 2.806 5.408 -6.953
H 2.241 3.850 -6.270
H 3.476 4.904 -4.582
H 2.198 5.095 -3.376
H 3.737 6.936 -3.098
H 2.191 7.543 -3.733
H 3.261 7.370 -5.948
H 4.739 9.219 -5.801
H 4.647 9.116 -4.052
H 3.264 10.906 -4.837
H 2.171 9.706 -4.188
H 0.669 8.769 -5.471
H 1.567 8.063 -6.853
H 0.451 9.398 -7.113


# C14H24LiN3O3

C14H24LiN3O3 as an isolated structure (the ωB97M-V functional and the def2-TZVPD basis, the Open Molecules 2025 dataset).

As for the maximum force: 0.002 hartree/bohr. As for the charge: 0. Its orbital gap is 5.4798 eV. As for the energy: -25726.38825 eV. As for the HOMO energy: -0.1994 Ha.

CARTESIAN COORDINATES (ANGSTROEM)
Li -0.088 -0.262 -0.930
C 2.879 -2.630 2.960
N 2.573 -2.227 1.601
C 3.606 -2.493 0.610
C 1.375 -1.755 1.210
O 1.130 -1.448 0.052
C 0.301 -1.594 2.288
O -0.923 -1.405 1.642
C -1.795 -0.436 2.145
C -2.331 0.372 0.960
O -1.792 0.279 -0.134
N -3.387 1.175 1.182
C -4.051 1.324 2.462
C -3.980 1.914 0.077
H 3.932 -2.428 3.152
H 2.701 -3.697 3.117
H 2.304 -2.060 3.686
H 4.517 -1.953 0.870
H 3.258 -2.162 -0.363
H 3.826 -3.563 0.580
H 0.567 -0.739 2.923
H 0.259 -2.484 2.924
H -1.292 0.247 2.840
H -2.618 -0.917 2.684
H -3.421 0.995 3.283
H -4.992 0.768 2.490
H -4.274 2.379 2.623
H -3.386 1.756 -0.816
H -3.999 2.980 0.312
H -5.004 1.573 -0.092
C 2.845 -0.380 -2.508
C 1.842 0.620 -2.989
C 1.994 1.517 -4.027
C 0.789 2.260 -4.085
C -0.018 1.761 -3.082
C -1.401 2.211 -2.733
N 0.614 0.756 -2.399
H 3.712 -0.388 -3.172
H 2.437 -1.395 -2.481
H 3.204 -0.148 -1.498
H 2.865 1.615 -4.659
H 0.530 3.053 -4.772
H -1.719 2.997 -3.419
H -1.460 2.614 -1.716
H -2.131 1.397 -2.800


# C4H7BF5INO4S

C4H7BF5INO4S as an isolated structure (the ωB97M-V functional and the def2-TZVPD basis, the Open Molecules 2025 dataset).

As for the maximum force: 0.007 hartree/bohr. As for the charge: -1. Its orbital gap is 7.6723 eV. As for the energy: -47148.53325 eV. As for the HOMO energy: -0.2619 Ha.

CARTESIAN COORDINATES (ANGSTROEM)
C 0.584 2.172 1.554
C -0.575 1.327 1.064
O -1.709 1.617 1.245
O -0.288 0.223 0.299
C 0.993 -0.375 0.338
C 0.817 -1.679 -0.419
N 2.022 -2.537 -0.461
I 2.609 -3.312 1.343
S 3.249 -2.028 -1.421
O 2.695 -1.349 -2.534
O 4.358 -1.510 -0.703
F 3.724 -3.430 -1.935
H 0.740 2.971 0.827
H 1.521 1.644 1.710
H 0.269 2.631 2.489
H 1.747 0.254 -0.150
H 1.307 -0.558 1.371
H 0.018 -2.270 0.025
H 0.530 -1.462 -1.446
B -4.916 1.534 -0.634
F -5.988 1.503 0.288
F -4.060 0.444 -0.398
F -5.434 1.442 -1.950
F -4.215 2.749 -0.500


# C41H38FN4O4S5SbTi

C41H38FN4O4S5SbTi as an isolated structure (the ωB97M-V functional and the def2-TZVPD basis, the Open Molecules 2025 dataset).

As for the maximum force: 0.012 hartree/bohr. As for the charge: -1. Its orbital gap (alpha / beta) is 2.6227 / 3.9660 eV. As for the energy: -143834.46889 eV. As for the HOMO energy (alpha / beta): -0.1020 / -0.1520 Ha. Its spin multiplicity is 2.

CARTESIAN COORDINATES (ANGSTROEM)
Ti 1.084 2.206 2.860
F 0.824 -1.966 -2.595
C 0.483 -2.252 -1.300
C 0.709 -1.320 -0.331
C 0.341 -1.626 1.014
C 0.455 -0.646 2.025
O 0.762 0.562 1.703
C 0.207 -1.060 3.385
C -0.225 -2.319 3.619
N -0.480 -3.225 2.628
C -0.971 -4.528 2.960
C -2.013 -4.657 4.027
C -2.383 -4.879 2.588
C -0.172 -2.926 1.296
C -0.379 -3.845 0.286
C -0.070 -3.506 -1.054
N -0.534 -4.343 -2.135
C 0.535 -4.852 -2.972
C -0.015 -5.852 -3.968
N -1.075 -5.161 -4.789
C -2.182 -4.634 -3.909
C -1.568 -3.676 -2.913
C 0.378 -0.178 4.586
O 0.217 -0.616 5.709
O 0.699 1.059 4.331
H 1.171 -0.377 -0.573
H -0.403 -2.642 4.634
H -0.231 -5.321 2.883
H -2.364 -3.749 4.495
H -1.947 -5.511 4.685
H -2.952 -4.101 2.098
H -2.586 -5.886 2.248
H -0.807 -4.816 0.485
H 1.269 -5.352 -2.342
H 1.062 -4.050 -3.515
H -0.513 -6.683 -3.469
H 0.744 -6.221 -4.655
H -1.448 -5.789 -5.499
H -0.644 -4.368 -5.270
H -2.624 -5.501 -3.421
H -2.913 -4.151 -4.557
H -2.347 -3.330 -2.235
H -1.186 -2.790 -3.444
N 1.572 2.964 0.838
C 2.685 3.845 0.641
C 2.480 5.066 0.018
C 3.533 5.953 -0.130
C 4.790 5.611 0.343
C 4.983 4.386 0.960
C 3.939 3.475 1.121
C 4.151 2.177 1.811
C 5.391 1.552 1.638
C 5.707 0.385 2.309
C 4.772 -0.161 3.174
C 3.533 0.444 3.321
C 3.161 1.612 2.636
H 0.714 3.419 0.533
H 1.670 2.090 0.325
H 1.481 5.340 -0.299
H 3.358 6.918 -0.590
H 5.615 6.307 0.256
H 5.955 4.140 1.368
H 6.112 1.985 0.953
H 6.671 -0.087 2.160
H 5.000 -1.065 3.730
H 2.837 -0.020 4.008
S -0.530 6.440 1.484
Sb -0.692 4.975 3.217
S -1.174 2.824 2.271
S 1.558 4.228 3.817
S -1.916 5.472 5.041
O -0.083 1.074 -2.690
S -0.775 1.699 -1.522
C -2.353 0.846 -1.378
C -3.182 1.079 -0.290
C -4.370 0.371 -0.193
C -4.720 -0.551 -1.172
C -3.873 -0.777 -2.248
C -2.672 -0.088 -2.349
C -1.435 3.266 -2.090
C -1.595 3.470 -3.453
C -2.073 4.695 -3.889
C -2.372 5.696 -2.970
C -2.184 5.482 -1.613
C -1.709 4.257 -1.162
H -2.889 1.786 0.478
H -5.023 0.540 0.654
H -5.654 -1.094 -1.091
H -4.156 -1.491 -3.016
H -1.973 -0.241 -3.162
H -1.320 2.682 -4.142
H -2.200 4.877 -4.950
H -2.733 6.655 -3.319
H -2.369 6.262 -0.886
H -1.545 4.103 -0.100


# C7H14NO4

C7H14NO4 as an isolated structure (the ωB97M-V functional and the def2-TZVPD basis, the Open Molecules 2025 dataset).

As for the maximum force: 0.098 hartree/bohr. As for the charge: +1. Its orbital gap is 10.7506 eV. As for the energy: -17157.77026 eV. As for the HOMO energy: -0.4944 Ha.

CARTESIAN COORDINATES (ANGSTROEM)
C -3.177 -0.660 -0.729
C -2.715 0.124 0.259
C -0.852 2.506 0.111
C 1.474 -2.098 -0.226
C -3.034 1.568 0.270
C 1.559 -0.867 0.669
C 2.973 1.127 0.008
N 2.773 -0.115 0.486
O -0.173 1.525 -0.269
O 4.323 1.285 -0.356
O 2.124 2.084 -0.153
O -2.080 2.584 0.278
H -3.121 -1.774 -0.709
H -3.829 -0.222 -1.452
H -1.927 -0.111 1.022
H 0.310 -2.356 -0.368
H 1.865 -1.783 -1.209
H 1.750 -3.057 0.264
H -3.588 1.780 1.319
H -3.765 1.756 -0.594
H 1.395 -0.948 1.725
H 0.737 -0.212 0.350
H 1.049 1.659 -0.083
H 3.691 -0.523 0.677
H 4.388 2.253 -0.565
H -0.244 3.532 0.326


# C7H8BrN2

An isolated ion of composition C7H8BrN2 and charge +1 (the ωB97M-V functional and the def2-TZVPD basis, the Open Molecules 2025 dataset).

As for the maximum force: 0.043 hartree/bohr. As for the charge: +1. Its orbital gap (alpha / beta) is 7.7452 / 5.9801 eV. As for the energy: -80400.11277 eV. As for the HOMO energy (alpha / beta): -0.4505 / -0.4342 Ha.

CARTESIAN COORDINATES (ANGSTROEM)
C -0.473 -1.890 2.608
C 0.125 -0.295 -1.802
C -1.565 1.205 1.357
C -0.288 -0.702 0.453
C 0.013 1.190 -1.696
C 0.267 1.622 -0.256
C -0.554 0.749 0.694
N -0.021 -1.076 -0.805
N -0.363 -1.745 1.315
Br -2.820 1.464 2.578
H -0.362 -2.864 3.045
H 0.352 -0.755 -2.752
H 0.757 1.647 -2.355
H -0.973 1.518 -2.048
H 1.319 1.460 -0.009
H 0.020 2.668 -0.100
H -0.668 -1.044 3.245
H -0.172 -2.604 0.790


# C3H4N2O

A 2-piece molecular cluster, C3H4N2O overall (the ωB97M-V functional and the def2-TZVPD basis, the Open Molecules 2025 dataset).

The structure (SMILES) is [H]/N=C1/NO1.C#C. As for the maximum force: 0.012 hartree/bohr. As for the charge: 0. Its orbital gap is 11.5066 eV. As for the energy: -8198.22995 eV. As for the HOMO energy: -0.3917 Ha.

CARTESIAN COORDINATES (ANGSTROEM)
H 1.901 -1.885 -0.431
N 1.101 -1.359 -0.087
C 1.355 -0.140 -0.015
N 0.859 1.094 0.361
O 2.262 0.807 -0.220
H 0.338 1.487 -0.429
C -1.799 -0.589 0.100
C -2.142 0.563 0.046
H -1.426 -1.590 0.151
H -2.459 1.582 0.014


# C3H13NO2S2

C3H13NO2S2 as an isolated structure (the ωB97M-V functional and the def2-TZVPD basis, the Open Molecules 2025 dataset).

As for the maximum force: 0.109 hartree/bohr. As for the charge: 0. Its orbital gap is 4.0064 eV. As for the energy: -30569.85484 eV. As for the HOMO energy: -0.3184 Ha.

CARTESIAN COORDINATES (ANGSTROEM)
S 3.389 1.157 -0.299
S -1.001 1.452 -1.434
C 0.330 0.853 -0.431
C -0.138 -0.151 0.648
C -1.211 -1.129 0.095
N -1.422 -2.042 1.203
H 3.905 1.545 -1.471
H 0.942 0.292 -1.152
H 1.019 1.620 0.002
H 0.692 -0.824 0.884
H -0.322 0.330 1.611
H -1.918 -0.588 -0.577
H -0.635 -1.669 -0.678
H -2.379 -2.384 1.336
H -1.902 -1.058 1.359
H 3.807 -2.395 -0.540
H 3.465 -0.870 -0.837
O 3.121 -1.725 -0.501
H -3.689 3.179 0.372
H -2.704 2.110 -0.145
O -3.350 2.298 0.556


# C5H11ClN

An isolated ion of composition C5H11ClN and charge +1 (the ωB97M-V functional and the def2-TZVPD basis, the Open Molecules 2025 dataset).

The structure (SMILES) is Cl[C@@H]1CCCC[NH2+]1. As for the maximum force: 0.032 hartree/bohr. As for the charge: +1. Its orbital gap is 12.0604 eV. As for the energy: -19369.32579 eV. As for the HOMO energy: -0.5681 Ha.

CARTESIAN COORDINATES (ANGSTROEM)
Cl 2.933 0.556 0.766
C 1.429 0.164 -0.156
C 0.478 1.384 -0.224
C -1.007 1.085 0.172
C -1.524 -0.344 -0.246
C -0.405 -1.426 -0.233
N 0.799 -0.991 0.532
H 1.747 -0.108 -1.167
H 0.850 2.135 0.486
H 0.493 1.860 -1.212
H -1.114 1.200 1.264
H -1.692 1.828 -0.255
H -1.910 -0.247 -1.267
H -2.322 -0.657 0.435
H -0.068 -1.686 -1.245
H -0.773 -2.343 0.248
H 1.503 -1.727 0.616
H 0.583 -0.684 1.485


# C4H7NO2

An isolated molecule of C4H7NO2 (the ωB97M-V functional and the def2-TZVPD basis, the Open Molecules 2025 dataset).

The structure (SMILES) is C[C@@]1(C(N)=O)CO1. As for the maximum force: 0.042 hartree/bohr. As for the charge: 0. Its orbital gap is 10.3479 eV. As for the energy: -9844.62123 eV. As for the HOMO energy: -0.3710 Ha.

CARTESIAN COORDINATES (ANGSTROEM)
C 1.314 -1.139 0.256
C 0.250 -0.118 -0.106
C -0.972 -0.130 0.800
N -2.043 0.473 0.259
O -0.930 -0.668 1.897
C 0.660 1.028 -0.897
O -0.391 0.533 -1.624
H 2.297 -0.646 0.306
H 1.097 -1.566 1.247
H 1.377 -1.941 -0.471
H -2.889 0.560 0.792
H -1.929 0.813 -0.690
H 0.622 1.980 -0.386
H 1.596 0.850 -1.433


# C5H6FN

An isolated molecule of C5H6FN (the ωB97M-V functional and the def2-TZVPD basis, the Open Molecules 2025 dataset).

As for the maximum force: 0.085 hartree/bohr. As for the charge: 0. Its orbital gap is 9.0186 eV. As for the energy: -9486.23185 eV. As for the HOMO energy: -0.3160 Ha.

CARTESIAN COORDINATES (ANGSTROEM)
C -0.688 0.416 -1.280
C -1.902 0.063 -0.959
C -1.416 0.416 1.207
C 0.127 0.815 -0.101
C 1.119 -0.044 0.546
N -2.247 -0.048 0.409
F 0.584 2.169 -0.158
H -0.164 0.254 -2.213
H -2.700 -0.252 -1.597
H -1.211 0.361 2.300
H 1.805 0.373 1.318
H 1.953 -0.401 -0.090
H 0.832 -1.023 1.048


# C4H8O

An isolated molecule of C4H8O (the ωB97M-V functional and the def2-TZVPD basis, the Open Molecules 2025 dataset).

The structure (SMILES) is C=C(C)CO. As for the maximum force: 0.046 hartree/bohr. As for the charge: 0. Its orbital gap is 10.7427 eV. As for the energy: -6324.02995 eV. As for the HOMO energy: -0.3604 Ha.

CARTESIAN COORDINATES (ANGSTROEM)
C 1.535 0.097 0.291
C 0.231 0.075 0.205
C -0.618 -0.742 1.131
C -0.453 0.860 -0.867
O -1.102 -0.005 -1.844
H 2.168 0.634 -0.384
H 2.043 -0.468 1.113
H -1.007 -0.055 2.015
H 0.107 -1.457 1.577
H -1.483 -1.293 0.656
H -1.210 1.446 -0.422
H 0.216 1.591 -1.359
H -0.425 -0.683 -2.112